Entry from OMol25: a structure of composition C54H69AsBrN4O5PS2Ti (ωB97M-V/def2-TZVPD).

- frontier orbital gap (eV) = 6.94
- energy relative to the best compared isomer or geometry (same formula, charge and spin) (eV) = 0.6237

Geometry as ORCA input:
```
! RIJCOSX wB97M-V def2-TZVPD def2/J DEFGRID3
* xyz 0 1
Ti 0.085 -1.112 0.972
O -0.724 -0.183 3.973
C -2.014 0.193 4.157
C -2.476 0.285 5.461
C -3.783 0.683 5.706
C -4.641 0.974 4.655
C -4.171 0.869 3.354
C -2.860 0.496 3.083
C -2.415 0.541 1.639
O -1.571 -0.476 1.204
N -1.725 1.817 1.353
N -0.810 1.754 0.371
C -0.559 2.774 -0.342
C 0.483 2.712 -1.377
Br 1.623 1.221 -1.278
C 0.695 3.629 -2.319
C -0.192 4.779 -2.615
C 0.370 5.998 -2.997
C -0.432 7.080 -3.326
C -1.816 6.959 -3.290
C -2.388 5.746 -2.935
C -1.583 4.664 -2.605
H -0.663 -0.491 3.056
H -1.800 0.032 6.268
H -4.138 0.745 6.728
H -5.665 1.269 4.845
H -4.835 1.084 2.521
H -3.329 0.495 1.042
H -2.328 2.633 1.384
H -1.086 3.720 -0.206
H 1.568 3.519 -2.953
H 1.449 6.097 -3.021
H 0.022 8.017 -3.621
H -2.443 7.803 -3.548
H -3.466 5.636 -2.931
H -2.036 3.707 -2.371
C -3.257 0.192 -4.647
C -1.901 -0.156 -4.033
C -0.896 0.943 -4.403
P -1.796 -0.429 -2.175
C -3.480 -0.318 -1.388
C -4.672 -1.191 -1.778
C -3.890 1.161 -1.310
C -1.523 -2.255 -2.105
C -2.355 -3.098 -2.861
C -2.299 -4.478 -2.806
C -3.251 -5.337 -3.597
C -1.333 -5.046 -1.972
C -0.460 -4.247 -1.272
C -0.538 -2.851 -1.321
N 0.496 -2.129 -0.580
C 1.806 -2.596 -1.057
C 2.111 -2.380 -2.405
C 1.251 -1.548 -3.317
C 3.256 -2.949 -2.947
C 4.122 -3.720 -2.191
C 5.378 -4.300 -2.782
C 3.813 -3.894 -0.850
C 2.679 -3.344 -0.264
C 2.458 -3.574 1.200
H -3.125 0.378 -5.717
H -3.674 1.103 -4.216
H -3.990 -0.606 -4.547
H -1.563 -1.096 -4.474
H -1.243 1.918 -4.039
H -0.797 1.011 -5.490
H 0.094 0.769 -3.981
H -3.205 -0.630 -0.379
H -4.995 -1.036 -2.806
H -5.516 -0.930 -1.133
H -4.467 -2.251 -1.633
H -4.347 1.495 -2.241
H -3.033 1.811 -1.107
H -4.629 1.314 -0.517
H -3.065 -2.642 -3.543
H -3.942 -4.728 -4.179
H -3.838 -5.975 -2.933
H -2.714 -5.993 -4.285
H -1.257 -6.125 -1.884
H 0.310 -4.700 -0.660
H 0.572 -0.917 -2.755
H 0.661 -2.180 -3.988
H 1.886 -0.901 -3.926
H 3.480 -2.760 -3.993
H 5.275 -4.456 -3.856
H 5.631 -5.252 -2.315
H 6.219 -3.620 -2.623
H 4.481 -4.472 -0.221
H 1.537 -4.122 1.399
H 2.423 -2.631 1.742
H 3.289 -4.142 1.618
C 1.399 -2.433 4.127
C 0.239 -3.070 3.433
C -0.388 -4.200 3.860
C -1.477 -4.449 2.978
C -1.489 -3.460 2.042
C -2.612 -3.251 1.063
N -0.400 -2.594 2.281
H 2.216 -3.148 4.245
H 1.100 -2.104 5.124
H 1.805 -1.570 3.617
H -0.098 -4.780 4.724
H -2.199 -5.251 3.036
H -3.506 -2.902 1.590
H -2.860 -4.193 0.573
H -2.406 -2.530 0.283
C -0.935 4.697 5.462
C -0.059 3.743 4.694
C 0.266 3.977 3.360
C 1.059 3.085 2.653
C 1.517 1.941 3.292
C 1.237 1.705 4.630
C 0.451 2.607 5.319
S 2.513 0.801 2.402
O 3.293 0.037 3.323
O 3.196 1.572 1.409
O 1.478 -0.182 1.719
H -1.434 5.399 4.795
H -0.348 5.276 6.178
H -1.698 4.156 6.023
H -0.100 4.873 2.869
H 1.330 3.271 1.622
H 1.624 0.816 5.110
H 0.220 2.426 6.364
C 6.379 1.358 1.380
As 5.594 1.231 -0.370
C 4.810 2.939 -0.785
C 7.168 1.298 -1.483
S 4.614 -0.554 -0.816
H 6.932 2.293 1.472
H 7.053 0.510 1.474
H 5.605 1.291 2.139
H 5.621 3.663 -0.852
H 4.099 3.225 -0.015
H 4.297 2.849 -1.740
H 7.784 2.174 -1.272
H 6.844 1.306 -2.522
H 7.735 0.387 -1.303
*
```